1.
Computed, not measured: a molecular structure, C19H14F5N5O7PSeSr in a non-equilibrium geometry, with ωB97M-V/def2-TZVPD.

Properties
- Energy relative to the best compared isomer or geometry (same formula, charge and spin): 11.09 kcal per mole
- Electronic energy: -4805.6497 a.u.
- HOMO level: -0.193 Ha
- Total charge: -1

```
53
C19H14F5N5O7PSeSr, DFT ωB97M-V/def2-TZVPD
Sr -0.60235 0.34078 0.80004
Se 0.77285 -0.39237 3.33577
P 1.41092 1.33225 -1.30163
F 1.52004 5.11882 5.79185
F 1.46103 2.93836 7.40943
F 0.90998 0.46248 6.41840
F 0.23577 4.91883 3.34598
F 0.21619 2.45128 2.08717
O -5.22463 -2.86688 3.32610
O -5.46934 -6.00982 -0.78576
O -2.46651 -1.20481 1.66228
O -2.16023 -0.06625 -1.16137
O -4.21308 -5.46252 -2.49813
O -3.06107 -2.55337 3.74723
O -0.61693 -1.73769 -0.95855
N 1.54636 0.96792 -4.04472
N -4.59419 -5.31714 -1.33201
N 3.42602 0.02810 -2.68698
N 3.23570 2.46546 -3.00404
N -4.00599 -2.86930 3.00417
C 0.54479 1.07010 -2.98580
C -2.91803 -2.20342 0.98584
C 2.28885 2.21401 -4.11643
C 4.14682 1.28752 -2.76780
C 2.47560 -0.16716 -3.84278
C 2.53667 2.70901 -1.71318
C 1.15563 2.76253 6.09103
C 0.66932 1.34049 4.15906
C -4.08605 -4.24660 -0.53201
C 1.06007 3.91605 5.29237
C 0.96405 1.52726 5.60347
C 2.62678 -0.10304 -1.49427
C -3.73900 -3.24236 1.59051
C 0.41891 2.55296 3.46798
C -3.44984 -3.25852 -1.20134
C -4.18573 -4.32831 0.89236
C -1.82214 -1.27045 -1.00682
C 0.47527 3.81252 4.04710
C -2.85626 -2.29727 -0.46721
H 1.53259 2.98375 -4.09378
H 3.33805 -0.06448 -0.64243
H 3.07192 -0.27782 -4.80925
H 2.83807 2.25045 -5.03783
H -0.21632 1.80526 -3.19717
H -0.10733 0.20256 -2.90145
H -3.31033 -3.33411 -2.27550
H 3.32145 3.00744 -0.98604
H 1.96055 3.63978 -1.75010
H 4.77920 1.42965 -1.86453
H 4.76106 1.17648 -3.69353
H 1.88161 -1.08369 -3.76133
H 2.10480 -1.06558 -1.43011
H -4.58158 -5.28915 1.28576
```

2.
Computed, not measured: a single C19H14N2O7 molecule, with ωB97M-V/def2-TZVPD.

Properties
- Energy relative to the best compared isomer or geometry (same formula, charge and spin): 0.00 kcal per mole
- Electronic energy: -1368.7657 a.u.
- SMILES: NC(=O)c1cccc(C[C@H](C(=O)O)N2C(=O)c3ccc(C(=O)O)cc3C2=O)c1
- HOMO level: -0.347 Ha
- Total charge: 0

```
42
C19H14N2O7, DFT ωB97M-V/def2-TZVPD
O -4.42467 -0.80588 1.35773
O -5.52359 0.99648 0.64201
O 4.25725 0.24209 1.20913
O 1.08513 0.15039 1.73557
O 0.98335 3.16508 -1.68221
O 3.27050 2.06553 2.02516
O -1.94349 -1.12519 -1.59143
N -2.15765 -2.48696 0.18984
N 1.34864 1.63522 -0.00615
C 0.56022 2.43402 -0.82644
C -0.80504 1.19041 0.60039
C 2.79448 -2.01152 -0.21451
C 0.61451 0.88081 0.90216
C 0.65423 -3.07787 0.02212
C 0.04973 -2.00946 -0.63116
C 3.43167 1.28073 1.13264
C 2.76219 1.43569 -0.23308
C 2.20905 -0.94092 -0.87639
C 2.02595 -3.08614 0.19824
C -1.42966 -1.83611 -0.74749
C -2.02966 2.56354 -0.97738
C 2.99940 0.28427 -1.23956
C -0.83806 2.13625 -0.43037
C 0.84349 -0.98042 -1.12680
C -3.20237 1.98971 -0.50266
C -3.16982 1.02080 0.49602
C -4.40933 0.30576 0.88645
C -1.96213 0.62397 1.08078
H 0.06765 -3.91455 0.37222
H -4.15251 2.26495 -0.93296
H 2.49761 -3.92439 0.68941
H -1.70985 -2.91555 0.98032
H 3.14244 2.37023 -0.66878
H -6.30534 0.47459 0.88431
H 3.85552 -2.00012 -0.01820
H 0.35673 -0.20073 -1.69611
H 4.62563 0.17751 2.10490
H -3.13468 -2.25269 0.28940
H -2.04220 3.29241 -1.77232
H 2.68813 0.64581 -2.22212
H -1.94938 -0.12112 1.86089
H 4.06593 0.06339 -1.26356
```

3.
Computed, not measured: a molecular structure, C19H14N4O5V, with ωB97M-V/def2-TZVPD.

Properties
- Energy relative to the best compared isomer or geometry (same formula, charge and spin): 8.75 kcal per mole
- Electronic energy: -2271.7974 a.u.
- Multiplicity: 4
- HOMO level (alpha / beta): -0.232 / -0.331 Ha
- Total charge: 0

```
43
C19H14N4O5V, DFT ωB97M-V/def2-TZVPD
V 0.46184 0.43162 -0.33933
O -0.35746 -0.07631 -4.16360
O -0.37248 4.31455 0.58373
O 2.88622 -2.90017 1.13646
O 0.72969 0.70957 -2.34957
O 2.40241 -0.77751 0.58015
N 0.19456 0.10119 1.80261
N 0.52619 -1.43760 -1.05050
N -1.41469 1.30950 -0.89612
N 0.62456 2.23355 0.45687
C -0.20114 -1.02372 2.40674
C 1.20205 0.81879 3.83179
C 1.25863 2.28569 1.74832
C -3.31164 1.54402 -2.31145
C -2.19762 3.48623 -1.47525
C -2.39163 0.77191 -1.62432
C -1.32246 2.64714 -0.81861
C 0.87370 1.02310 2.49781
C 0.43693 -3.92264 -2.22564
C -0.26854 3.18503 0.13222
C 1.20356 -2.47647 -0.48853
C -3.20354 2.92245 -2.24469
C 0.79732 -0.34661 4.45325
C 2.18415 -1.98474 0.45084
C 0.07192 -1.28742 3.73274
C 0.14089 -1.55104 -2.35352
C 0.13107 -0.20023 -3.05816
C 1.10635 -3.76162 -1.03325
C 0.02676 -2.77327 -2.94687
H -4.08078 1.06131 -2.89649
H 2.34990 2.34126 1.67709
H 0.92774 3.15941 2.31839
H 1.60364 -4.59207 -0.55088
H -3.89905 3.55072 -2.78546
H -0.28893 -2.83191 -3.97940
H -2.42062 -0.30997 -1.67061
H 0.34273 -4.90429 -2.66861
H 1.76306 1.57528 4.36422
H 3.53790 -2.40966 1.65756
H -0.27296 -2.20717 4.18270
H -2.07408 4.55366 -1.36323
H -0.74219 -1.72863 1.78642
H 1.03604 -0.52294 5.49418
```

4.
Computed, not measured: a molecular structure, C19H14N8S4SbSeTc in a non-equilibrium geometry, with ωB97M-V/def2-TZVPD.

Properties
- Energy relative to the best compared isomer or geometry (same formula, charge and spin): 17.73 kcal per mole
- Electronic energy: -5485.8966 a.u.
- Multiplicity: 2
- HOMO level (alpha / beta): -0.180 / -0.180 Ha
- Total charge: -1

```
48
C19H14N8S4SbSeTc, DFT ωB97M-V/def2-TZVPD
Sb -3.71573 -0.64051 -3.98232
Tc -1.19093 -1.05371 -1.61232
Se -0.52263 -3.44511 -1.40562
S -1.29093 -1.02781 -3.97402
S -3.54413 -1.33911 -1.64242
S -4.23083 1.59239 -4.09162
S -4.89393 -1.97721 -5.39532
N -4.06423 3.73709 -1.86742
N 0.87527 -0.74971 -1.52322
N -1.21113 -0.89061 0.49348
N -1.41683 0.91049 -1.61022
N -2.52053 5.41999 -1.41482
N -1.78993 3.29599 -1.55082
N 5.88877 -0.79771 5.89408
N -2.47733 -5.36341 -2.50212
C -1.93823 -0.74941 2.62698
C 2.25597 -0.76361 1.97578
C -0.10933 -0.82361 1.32748
C -0.56633 -0.75341 2.67118
C 1.22377 -0.78401 0.91258
C -1.74673 -4.58011 -2.07942
C 4.16147 -0.76571 4.00558
C 3.02677 -0.53081 -0.82482
C 5.11558 -0.78071 5.04608
C 3.00467 -0.44061 -2.19552
C 3.04157 -1.89261 2.20158
C -1.72913 2.03289 -1.62562
C 3.38947 0.37359 3.77338
C 1.66417 -0.58831 -2.57872
C -2.80183 4.11429 -1.65762
C -2.28593 -0.84141 1.26948
C 3.98667 -1.89961 3.20878
C 1.68387 -0.72471 -0.40352
C 2.44237 0.36649 2.76998
H 1.83807 1.24479 2.59208
H 3.83427 -0.28641 -2.85902
H -1.54513 5.65779 -1.34382
H 2.89577 -2.77321 1.59248
H 3.87997 -0.46401 -0.17662
H 1.25687 -0.59181 -3.57522
H -4.22213 2.82779 -2.32032
H 4.58387 -2.78001 3.39978
H -3.27893 -0.89401 0.85518
H 3.52957 1.24799 4.39378
H -4.76173 4.43249 -2.07372
H 0.05857 -0.70951 3.54368
H -2.62593 -0.68631 3.44898
H -3.15713 6.13499 -1.71602
```

5.
Computed, not measured: a molecular structure, C19H15BrCsI2N3O7 in a non-equilibrium geometry, with ωB97M-V/def2-TZVPD.

Properties
- Energy relative to the best compared isomer or geometry (same formula, charge and spin): 25.55 kcal per mole
- Electronic energy: -4613.6647 a.u.
- HOMO level: -0.091 Ha
- Total charge: -2

```
48
C19H15BrCsI2N3O7, DFT ωB97M-V/def2-TZVPD
Cs 2.06048 0.14253 -0.24252
I 4.23706 -4.82838 -1.03301
I -1.00244 -6.98773 -2.87705
Br -3.65164 1.85392 -0.52204
O 2.70141 2.33837 0.85724
O 3.30292 3.16052 -3.56944
O 3.07634 4.53930 1.23344
O 1.73679 2.12338 -2.33627
O -0.84993 -0.51311 4.82971
O 2.48407 -2.18294 -0.96743
O 0.23260 0.01855 2.93715
N 1.11423 3.93643 0.41667
N -0.13304 -1.70013 -1.59835
N 0.18554 3.05272 -0.18155
C 0.11713 -5.32731 -2.23549
C -2.13067 0.36021 3.05987
C -3.47354 1.20230 1.27308
C 0.35193 -2.95674 -1.70417
C -4.51914 0.61708 3.32516
C -0.77043 -0.08403 3.66296
C -2.22650 0.85223 1.75987
C 1.43572 -5.52692 -1.91986
C 1.77366 -3.13767 -1.34954
C -2.27371 -2.46575 -2.31025
C -4.62889 1.09591 2.02815
C -0.46151 -4.03866 -2.13490
C 2.31322 3.48380 0.82302
C 2.22928 -4.46824 -1.49257
C -1.38536 -1.46279 -1.88773
C -3.28252 0.25182 3.83105
C 4.37031 4.16150 1.67829
C 2.47762 2.27216 -3.34170
C -1.80937 -3.74269 -2.43308
H -1.32465 0.96361 1.17122
H -5.41030 0.52506 3.93476
H 4.95723 3.75416 0.85435
H 0.59462 2.71443 -1.06520
H 1.09635 4.91281 0.15646
H 4.30547 3.41503 2.46992
H -3.16680 -0.13902 4.83272
H -5.58500 1.37696 1.60972
H 2.36066 1.47228 -4.12790
H -2.46648 -4.54057 -2.75473
H -1.72360 -0.43769 -1.78051
H 4.83019 5.07346 2.05370
H 1.86959 -6.51506 -2.00299
H -0.63356 3.60566 -0.40384
H -3.30530 -2.22079 -2.52643
```

6.
Computed, not measured: a molecular structure, C19H15CoN3O9S in a non-equilibrium geometry, with ωB97M-V/def2-TZVPD.

Properties
- Energy relative to the best compared isomer or geometry (same formula, charge and spin): 20.58 kcal per mole
- Electronic energy: -3355.6023 a.u.
- Multiplicity: 4
- HOMO level (alpha / beta): -0.127 / -0.127 Ha
- Total charge: -2

```
48
C19H15CoN3O9S, DFT ωB97M-V/def2-TZVPD
Co 0.28292 -1.19703 -1.44970
S 4.04822 5.38867 1.90351
O -1.41030 -0.04623 -0.41796
O 1.16577 -3.01804 -2.33326
O 1.70602 2.35300 -2.24376
O 0.63661 -5.17275 -2.54078
O -0.46316 -0.69388 -3.20190
O 1.45899 0.39942 -1.28819
O 1.23724 -1.28541 2.18444
O -0.79950 -0.60210 2.78350
O -1.00236 0.89680 -4.64464
N 0.10435 -2.71182 0.06356
N 2.55877 3.42793 2.95799
N 3.73700 2.92455 1.02046
C 1.04665 1.55845 -1.64766
C -0.39566 1.89575 -1.30339
C -0.61733 -4.95552 0.22203
C -3.26296 1.30541 -0.65034
C 2.39569 1.27769 1.94346
C -2.19964 1.94916 0.31454
C 3.18097 1.66653 0.95176
C 3.41188 3.83387 1.99646
C -1.29312 -4.64650 1.35156
C -0.48144 -2.47727 1.24868
C -0.92936 1.26019 -0.02996
C 2.18882 2.21151 2.97154
C -1.35184 -3.42023 1.91435
C 0.01188 -3.91794 -0.51169
C -1.45566 1.32353 -2.35556
C -0.00575 -1.32687 2.16495
C -2.32072 0.41056 -1.46046
C 0.66146 -4.07509 -1.94041
C -0.88617 0.43844 -3.50958
H 4.35873 3.19106 0.28010
H -1.75773 -3.34327 2.83920
H -0.23219 1.12945 0.82266
H -2.49281 1.81084 1.37369
H 1.94806 0.27256 2.04016
H -1.91661 -5.47155 1.80826
H -0.68218 -5.93281 -0.12094
H 1.55584 1.88426 3.83013
H -2.04727 2.05431 -2.87554
H -1.98226 3.03194 0.21243
H -0.39799 2.98855 -1.20778
H -2.71411 -0.39164 -2.11434
H -4.02705 0.71213 -0.17138
H -3.86473 2.04941 -1.29197
H 3.29403 1.03997 0.11176
```